# 1
C8H14Br4F2NO4S | ωB97M-V/def2-TZVPD

Geometry (Å):
H  4.1749  3.2118  0.2084
H  6.0601  1.4171  1.8938
H  -2.1517  -0.3302  0.9857
H  -2.6034  -5.8139  0.6300
Br  5.1374  1.1895  -0.9001
O  -3.8043  2.1954  0.8396
H  2.1595  0.6320  0.1601
C  -2.6843  -4.7454  0.4109
Br  -3.2814  -2.6840  -1.4901
C  -1.5297  0.0062  0.0247
C  -2.4691  2.2238  0.7768
C  -2.7285  -4.5089  -1.0808
O  -3.7018  0.8746  -2.1838
C  1.0963  0.7917  -0.3593
H  5.9501  3.3073  0.0811
H  -1.7659  -4.6691  -1.5743
H  -3.4830  -5.1464  -1.5502
H  5.4951  3.0087  2.4636
F  1.1537  0.3555  -1.7774
S  -2.4212  1.7148  -1.8962
Br  3.6273  1.3903  2.4644
H  0.3670  -1.3515  0.2548
N  -1.7368  1.4668  -0.3089
O  -1.3176  1.5425  -3.0115
F  -2.9127  3.3873  -2.0240
H  -1.8580  -0.7217  -0.8542
C  0.0578  -0.2109  0.4201
O  -1.6032  2.9571  1.7589
Br  -1.0941  -3.9436  1.2062
C  5.1104  2.6692  0.3704
H  -3.5479  -4.3348  0.9412
C  5.2795  2.1757  1.7885
H  0.8606  1.9354  -0.2479
H  0.1649  0.0078  1.5794

- Total charge: -1
- M: 577.9 g mol⁻¹
- HOMO-LUMO gap: 0.26470 Eh
- LUMO energy: 2.201 eV


# 2
C27H16Cl2F6N6O6S2Tl | ωB97M-V/def2-TZVPD

Geometry (Å):
F  3.2462  1.1168  4.2074
F  1.2245  1.0721  3.4492
C  -4.3465  -1.1279  -1.1068
H  2.4891  -1.7735  -0.3543
C  2.6147  -1.4106  2.8069
H  4.6437  1.0306  1.4974
O  -2.1686  -6.4004  -3.7533
S  1.2975  0.6529  -2.1824
C  -1.8240  -2.1614  -1.2556
C  1.0964  -4.3903  -1.9959
C  -1.1353  5.8494  1.5884
H  -3.4718  -4.7884  -2.6925
O  -0.3090  -6.7017  -2.7260
H  2.5047  2.1043  0.0686
C  -3.2085  -0.4370  -0.6673
O  2.3566  3.0855  -1.7733
H  3.7149  1.6409  -1.1338
H  -5.0312  -2.9402  -2.0164
H  1.3368  -5.3217  -2.4808
C  4.4178  0.0441  1.8988
C  3.1354  2.4717  -0.7339
C  -3.7370  -1.8287  2.9906
Cl  0.0227  4.1975  3.3633
C  -0.5773  3.5966  0.7784
C  -1.2279  3.9567  -0.4355
H  4.9985  -0.1167  2.8053
N  -1.2787  -6.0305  -3.0178
N  0.5111  -1.9931  -0.7488
N  -0.9088  -0.2752  1.8639
O  2.2457  0.0486  0.9395
H  -2.1602  5.4947  -1.6129
C  -1.4005  -4.6777  -2.4097
C  -1.8553  -0.5768  2.4754
C  2.5045  1.1091  3.0785
O  -1.4191  1.7709  -1.3866
C  -0.2467  -3.9640  -1.9081
F  1.3413  -1.5729  3.1673
F  2.7193  2.2821  2.4692
Cl  -2.2667  7.8151  0.0759
Tl  0.1635  0.4063  0.1194
C  2.8988  -0.0456  2.1282
C  -1.6622  6.1913  0.3372
N  -1.9926  -0.9320  -0.7391
S  0.7838  3.1274  -3.7799
H  -3.2940  0.5549  -0.2386
C  1.5269  2.3656  -2.5193
H  4.6874  -0.7036  1.1539
N  -2.8675  -0.8591  3.1833
H  -5.3235  -0.6752  -1.0096
C  -2.6465  -4.1952  -2.3245
C  -0.6202  4.5992  1.8013
C  -1.5569  2.9831  -1.4593
C  -4.1836  -2.3680  -1.6562
H  -2.0339  3.3972  -2.3646
C  -0.4796  -2.7211  -1.3016
H  3.1205  -3.9271  -1.5141
N  -4.5528  -2.6442  2.8705
C  -2.8925  -2.9118  -1.7453
C  2.0852  -3.6199  -1.4553
F  3.3696  -1.6331  3.8977
H  -1.1407  6.5706  2.3951
H  3.7901  3.2643  -0.3820
O  0.0343  2.5002  0.9946
C  1.7526  -2.4211  -0.8149
F  2.9057  -2.4077  1.9420
C  -1.7203  5.2532  -0.6514

- Total charge: -1
- M: 973.9 g mol⁻¹
- HOMO-LUMO gap: 0.23133 Eh
- LUMO energy: 0.600 eV


# 3
C4H14N2O | ωB97M-V/def2-TZVPD

Geometry (Å):
H  -1.9239  -0.6247  -1.8383
C  0.8479  0.3240  0.5653
H  -0.1109  1.8165  -3.0219
H  0.6961  1.2832  1.0674
H  2.9534  0.9344  1.4276
H  1.4904  0.2131  -0.2900
H  -3.4902  -0.0641  -0.0883
O  0.2840  1.0666  -2.5278
C  -2.6040  -0.0380  0.5586
H  2.3304  0.0223  2.6415
H  -2.9388  -0.0296  1.5770
H  -0.3304  0.1635  -1.8606
H  0.0945  -1.7141  1.0808
H  -0.5847  -1.5052  -1.3924
N  -1.0793  -0.6182  -1.2453
N  2.4510  0.0524  1.6266
C  -0.1910  -0.6439  1.1602
C  -1.3150  -0.3927  0.1703
H  1.0674  1.0318  -3.1243
H  -0.7054  -0.5456  2.1423
H  3.0584  -0.7318  1.3715

- 2S+1: 2
- Total charge: +3
- M: 106.2 g mol⁻¹
- HOMO-LUMO gap (alpha / beta): 0.41444 / 0.30172 Eh
- LUMO energy (alpha / beta): -13.615 / -17.183 eV
- <S²>: 0.75


# 4
C6H9N | ωB97M-V/def2-TZVPD

Geometry (Å):
H  -0.0852  2.2145  0.9082
H  1.3980  -0.9948  1.9386
C  -1.9712  0.1235  0.1160
H  -0.9975  -1.8291  0.7517
H  -2.7516  0.7805  0.4751
N  -1.8424  -0.6699  -0.9145
H  1.3754  1.2031  -1.5442
C  -0.9174  -0.8731  0.2336
H  -0.9679  -0.1160  -1.8989
C  0.4189  -0.0902  0.2420
H  1.9279  -1.6264  0.3639
C  1.6177  -0.7197  0.9016
C  0.5946  0.9028  -0.8533
H  2.4607  -0.0216  0.8970
C  -0.0233  1.3387  0.2748
H  -0.2369  0.3777  -1.8917

- M: 95.1 g mol⁻¹
- HOMO-LUMO gap: 0.34936 Eh
- LUMO energy: 1.079 eV


# 5
FH5S2Si2 | ωB97M-V/def2-TZVPD

Geometry (Å):
S  0.9993  1.2875  0.8709
H  -2.1090  -1.6383  -1.0026
H  -2.5080  -1.4393  1.3978
Si  -2.4050  -0.6852  0.1215
Si  -0.7604  1.0120  -0.0672
F  -1.3339  2.1571  -1.0596
H  3.5291  -0.9146  0.5686
H  4.1848  0.7528  -0.2682
H  -3.7008  0.0080  0.1045
S  4.1040  -0.5402  -0.6657

- SMILES: F[Si]([SiH3])=S.S
- M: 144.3 g mol⁻¹
- HOMO-LUMO gap: 0.31378 Eh
- LUMO energy: -0.823 eV


# 6
C12H37IN3OP2 | ωB97M-V/def2-TZVPD

Geometry (Å):
H  1.3183  -0.8898  -2.4051
H  -2.0110  -2.5024  -2.6258
H  -1.2936  2.6844  3.9946
H  -0.1847  -1.5613  5.4746
I  -4.5045  -1.4699  -0.8789
H  -2.6065  1.0290  1.7741
C  -0.0708  -0.2917  3.0621
C  -1.2059  0.3352  5.1520
H  0.4227  0.1891  2.2190
H  4.3804  2.3169  -0.0464
H  5.4235  -0.3385  -2.6581
C  -0.3560  -0.6129  5.9833
C  4.2256  1.4399  -0.6781
H  -5.9678  -1.6672  -3.5058
N  -0.5472  0.7702  3.9370
H  0.6120  -0.1637  6.2105
P  -4.5675  -1.5466  -3.6501
H  4.2230  -1.5702  -2.2467
H  2.7561  -0.5673  -4.1408
H  2.4503  -0.8266  -1.0546
H  5.2036  1.1224  -1.0393
H  -0.8854  0.1838  -3.8419
O  -4.6455  0.1310  -3.7472
H  0.1525  -0.2512  -0.3960
H  -1.7079  -0.9104  1.7333
H  1.1984  1.1447  -0.1281
C  4.5667  -0.8983  -3.0335
C  0.7668  0.4967  -0.8963
H  -1.4122  1.2351  5.7398
C  -2.6305  1.6140  2.6918
H  -3.0978  2.5700  2.4476
H  -2.1846  -0.1422  4.9694
H  -1.8348  -1.9459  -4.7650
H  3.8224  0.6486  -0.0451
H  3.8630  0.7852  -4.1855
H  0.1018  1.0749  -1.5343
N  -1.5289  -0.1061  -3.1128
C  3.2578  1.7896  -1.8226
H  2.4681  2.4234  -1.4154
H  -4.5553  -1.6113  -5.0744
H  -4.6392  0.5166  -2.8672
H  0.7213  -0.8342  3.5850
P  -2.2788  -1.4376  -3.5184
N  2.6244  0.7015  -2.5378
H  -1.7703  -1.6495  3.3355
H  4.9201  -1.5147  -3.8631
C  -1.2307  1.8652  3.2694
H  -3.2795  1.1042  3.4052
C  -1.1000  -1.3066  2.5457
H  -0.5761  2.2208  2.4688
H  -4.4002  -2.9886  -3.5576
H  -0.5803  -2.1839  2.1556
H  -0.8637  -0.8334  6.9239
C  3.4374  0.0247  -3.5223
H  3.7752  2.4086  -2.5618
C  1.8260  -0.2038  -1.7227

- Total charge: -1
- M: 428.3 g mol⁻¹
- HOMO-LUMO gap: 0.25717 Eh
- LUMO energy: 2.805 eV


# 7
C13H33I2N3O3PS | ωB97M-V/def2-TZVPD

Geometry (Å):
N  -1.4406  -0.9001  -0.8067
H  -0.4703  -1.6065  -2.5785
H  8.3159  -0.5988  0.2903
C  -4.0578  1.4168  0.1512
I  -4.0341  4.4707  3.5084
H  -1.2200  -1.6300  -0.1097
H  6.0986  1.1498  -0.4905
H  -4.6712  -4.0179  -2.7246
N  -2.5725  1.9707  -2.2747
H  2.9800  -2.8830  -0.3263
H  -4.5151  -1.3839  0.4381
C  -3.1378  2.7578  2.4025
H  -3.2283  3.6618  0.1920
I  -5.2596  -4.4695  -0.0193
H  -4.8434  3.3207  1.0501
C  -0.4669  -0.6461  -1.8614
C  -4.8793  -3.2573  -1.8541
C  6.1795  1.4813  2.0555
C  -3.5077  -2.3718  -1.4872
H  -3.0493  -2.0842  -2.5319
H  6.7018  1.4644  3.0170
H  -0.5989  0.2530  -2.5872
O  5.8472  0.3323  -0.0296
P  -2.6436  0.2864  -0.3722
C  1.1411  -0.5482  -1.4089
C  3.0749  -1.7299  -0.0670
C  -3.7644  2.8367  0.8531
H  -0.4119  1.7369  0.9660
H  6.2730  -0.6411  1.7129
H  1.4892  -0.3078  0.8434
H  6.4191  2.4202  1.5437
H  5.1004  1.4905  2.2429
S  -1.1235  1.8028  -0.2426
H  8.6350  0.2083  1.8432
H  -1.3953  -0.1014  1.6021
H  -4.7906  0.8174  0.8813
N  -2.4056  -0.2089  1.3623
O  -2.3386  2.1332  -3.4625
H  -5.8206  -2.5793  -2.0091
H  3.6694  -1.5966  0.9324
H  -4.7355  1.6306  -0.8095
C  6.5632  0.2833  1.2017
H  -3.4866  1.7512  2.9026
C  -4.0004  -1.1055  -0.5752
H  -2.6248  -1.2182  1.4975
H  3.6126  -1.2268  -1.0063
O  -3.0526  0.7050  -2.0520
H  0.8623  -2.1193  0.3660
H  1.5102  0.5844  -1.4606
H  1.7987  -1.1288  -2.2160
H  8.3625  1.1575  0.3637
C  8.0563  0.2618  0.9159
H  -4.8488  -0.5600  -1.2164
H  -2.8145  -3.1488  -0.9029
H  -1.9757  2.8740  2.3074
C  1.4948  -1.1899  0.0397

- Total charge: -1
- M: 596.3 g mol⁻¹
- HOMO-LUMO gap: 0.24793 Eh
- LUMO energy: 2.331 eV


Per-record energy, eV: -314639.9536, -117198.4247, -9366.2957, -7850.8223, -40225.2423, -46240.0476, -60947.8689